No. 1
36
Properties=species:S:1:pos:R:3 method="wB97M-V/def2-TZVPD" relative_energy_kcal_mol=71.9 charge=-1
O -2.149 -0.547 0.411
C -0.932 -0.491 0.196
N -0.041 -0.527 1.200
C -0.318 -0.432 2.637
O 0.431 0.466 3.387
C -0.238 -0.569 -1.187
C -0.076 0.862 -1.739
C 0.758 0.876 -2.988
H 0.959 -0.442 0.931
H -1.432 -0.173 2.724
H -0.095 -1.415 3.045
H 0.780 -1.041 -1.147
H -0.802 -1.235 -1.837
H 0.257 1.506 -0.903
H -1.118 0.986 -2.056
H 0.546 0.006 -3.618
H 0.725 1.842 -3.477
H 1.827 0.773 -2.792
H -2.339 -2.497 1.106
H -1.328 -2.976 0.062
O -2.082 -3.263 0.580
H 1.403 0.469 2.972
H 3.069 -0.768 2.951
O 2.888 0.168 2.781
H -3.346 -0.717 -0.910
H -3.109 -0.108 -2.244
O -3.804 -0.142 -1.575
H 3.390 1.712 -0.372
H 3.926 1.307 0.998
O 3.745 2.071 0.441
H -3.744 1.588 -1.166
H -3.184 2.143 0.171
O -3.465 2.405 -0.708
H 3.176 -1.286 -0.032
H 2.812 -0.056 1.719
O 2.910 -0.494 0.440

No. 2
25
Properties=species:S:1:pos:R:3 method="wB97M-V/def2-TZVPD" smiles="CC(C)C[C@H](C(=O)O)[C@H]1CS1" relative_energy_kcal_mol=13.0
C 0.670 1.986 0.570
C 0.197 0.641 1.161
C 0.814 0.407 2.559
C 0.646 -0.549 0.261
C -0.253 -1.756 0.124
C 0.476 -2.796 -0.567
O 0.204 -3.097 -1.765
O 1.438 -3.444 0.184
C -1.644 -1.482 -0.420
C -2.671 -2.653 -0.515
S -3.120 -1.428 0.712
H -0.013 2.781 0.894
H 0.661 1.975 -0.445
H 1.714 2.277 0.932
H -0.878 0.776 1.094
H 1.830 0.032 2.744
H 0.835 1.351 3.126
H 0.191 -0.347 3.069
H 1.617 -0.887 0.672
H 0.974 -0.152 -0.740
H -0.550 -2.162 1.161
H 1.951 -4.038 -0.275
H -1.589 -0.793 -1.334
H -2.578 -3.748 -0.337
H -3.375 -2.563 -1.373